[1]
{"formula": "C22H25EuN2O3", "method": "the ωB97M-V functional and the def2-TZVPD basis", "species": ["C", "C", "C", "H", "C", "C", "H", "C", "C", "C", "H", "C", "C", "H", "H", "H", "H", "H", "H", "Eu", "C", "C", "C", "H", "H", "H", "H", "H", "H", "C", "C", "H", "H", "O", "N", "C", "H", "C", "C", "H", "C", "H", "C", "H", "C", "H", "C", "H", "H", "H", "O", "N", "O"], "coordinates": [[-3.26303, 1.39044, 0.90796], [-1.93444, 1.80563, 1.20774], [-1.19325, 1.84134, -0.00297], [-1.55617, 2.06473, 2.19617], [-2.07295, 1.47163, -1.06844], [-3.35618, 1.20754, -0.50649], [-1.81532, 1.43566, -2.12203], [-1.86932, -2.23248, 3.00119], [-1.66039, -0.84084, 3.21021], [-0.37313, -0.49876, 2.71046], [-2.36523, -0.15778, 3.68384], [0.21410, -1.68905, 2.15595], [-0.71944, -2.76012, 2.35503], [-0.15783, 2.16021, -0.10720], [-4.25606, 0.93341, -1.05710], [-4.07460, 1.26294, 1.62872], [-0.55062, -3.80054, 2.06286], [0.10784, 0.48083, 2.75239], [-2.74597, -2.80764, 3.30913], [-1.73106, -1.02378, 0.26495], [1.44081, -1.77644, 1.25016], [2.02325, -3.19222, 1.35163], [2.47832, -0.73032, 1.64235], [2.20989, -3.44399, 2.40629], [2.97890, -3.25937, 0.82553], [1.35106, -3.95330, 0.93906], [2.73643, -0.85258, 2.70181], [2.11663, 0.29477, 1.49165], [3.39528, -0.86194, 1.05689], [0.87113, -1.46332, -0.17848], [1.55011, -1.86576, -1.48302], [0.63159, -0.37864, -0.25927], [-0.02841, -2.15439, -0.28429], [1.50543, -3.06468, -1.75549], [1.99066, -0.83125, -2.30549], [0.98364, 0.09925, -2.86833], [2.63297, -1.18077, -3.00804], [1.27059, 1.55067, -2.53652], [0.46175, 2.56048, -3.08699], [-0.30954, 2.29602, -3.81860], [0.63832, 3.89608, -2.70473], [-0.01474, 4.67155, -3.11770], [1.64889, 4.23755, -1.79826], [1.78029, 5.27617, -1.49572], [2.49355, 3.24318, -1.29854], [3.30484, 3.49361, -0.61808], [2.31288, 1.90271, -1.67410], [2.97887, 1.11328, -1.32681], [-0.01235, -0.18741, -2.47376], [0.93951, -0.01686, -3.96801], [-5.25895, -1.71715, 1.17569], [-4.12132, -1.57475, 0.76682], [-3.60723, -2.37357, -0.13003]], "homo_energy_ev": [-7.92, -8.01], "homo_lumo_gap_ev": [6.02, 7.72], "spin_multiplicity": 7, "total_energy_ev": -51667.7019}

[2]
{"formula": "C22H25F24O9PS", "method": "the ωB97M-V functional and the def2-TZVPD basis", "species": ["O", "P", "C", "C", "S", "O", "O", "O", "C", "C", "C", "C", "C", "O", "O", "H", "H", "H", "H", "H", "H", "H", "H", "H", "H", "H", "H", "H", "F", "C", "F", "C", "F", "F", "C", "O", "C", "F", "F", "C", "F", "F", "H", "H", "H", "H", "F", "C", "F", "C", "F", "F", "C", "O", "C", "F", "F", "C", "F", "F", "H", "H", "H", "H", "F", "C", "F", "C", "F", "F", "C", "O", "C", "F", "F", "C", "F", "F", "H", "H", "H", "H"], "coordinates": [[-0.13085, 4.14890, 3.37607], [-0.76964, 2.84105, 2.75789], [-0.34207, 2.53911, 0.91041], [0.38329, 3.80417, 0.16139], [0.84056, 3.36811, -1.64155], [-0.14891, 3.97953, -2.67721], [2.21240, 4.10856, -1.89169], [1.16302, 1.70730, -1.86902], [0.33479, 0.85252, -1.00459], [0.52345, 1.17659, 0.62354], [2.13788, 1.31028, 0.87292], [2.58427, 1.57241, 2.42820], [3.38653, 3.00626, 2.46603], [4.61314, 3.02433, 1.90209], [2.88760, 4.27220, 3.02648], [-2.22343, 2.97255, 2.92766], [-0.42363, 1.63497, 3.52295], [-1.39028, 2.38607, 0.35972], [1.27178, 4.28282, 0.75369], [-0.44577, 4.65691, 0.05936], [0.46736, -0.30592, -1.19208], [-0.79650, 1.08875, -1.28944], [0.14465, 0.22943, 1.20369], [2.61123, 0.26098, 0.55689], [2.67970, 2.11506, 0.21557], [3.39215, 0.73850, 2.70482], [1.72913, 1.46292, 3.21935], [3.25649, 4.35450, 3.95460], [-1.67465, -2.03715, -2.10409], [-2.75743, -1.24592, -1.94576], [-2.74997, -0.84508, -0.64497], [-4.06281, -1.96387, -2.27569], [-4.29895, -2.98926, -1.41435], [-5.09326, -1.07962, -2.08726], [-4.17134, -2.48403, -3.71753], [-3.84219, -3.86134, -3.92178], [-2.45060, -4.14194, -4.06377], [-1.78048, -2.97895, -4.24539], [-2.32837, -4.82824, -5.23280], [-1.88908, -4.98593, -2.90889], [-2.08659, -4.38742, -1.70819], [-0.54664, -5.15946, -3.04065], [-2.63061, -0.35393, -2.56482], [-5.23188, -2.41850, -3.99074], [-3.66450, -1.83098, -4.43807], [-2.36232, -5.96967, -2.87775], [7.85848, 1.26964, -3.06143], [7.55262, 2.53378, -2.69820], [8.10075, 3.34542, -3.64349], [8.08436, 2.89200, -1.31355], [9.44380, 2.88066, -1.28362], [7.72055, 4.18514, -1.04031], [7.54949, 2.01994, -0.16696], [8.38362, 0.93343, 0.24630], [8.27088, -0.25452, -0.53567], [7.18055, -0.15790, -1.33345], [7.99884, -1.25453, 0.34668], [9.55597, -0.58553, -1.31048], [9.92606, 0.43256, -2.12622], [9.37859, -1.67522, -2.10466], [6.46769, 2.65778, -2.74820], [7.49714, 2.66868, 0.71625], [6.51328, 1.70080, -0.33122], [10.38318, -0.78829, -0.62689], [-6.01448, -0.45821, 2.78060], [-6.98370, -0.24563, 1.86465], [-7.50472, 0.98168, 2.13853], [-8.07557, -1.31069, 1.90692], [-8.75184, -1.28440, 3.08636], [-9.00260, -1.00707, 0.94377], [-7.59473, -2.74471, 1.63558], [-7.33379, -3.55487, 2.78563], [-6.04917, -3.37578, 3.37985], [-5.26582, -2.66335, 2.53523], [-5.49433, -4.61700, 3.44411], [-6.12101, -2.76914, 4.78988], [-6.76490, -1.57569, 4.79015], [-4.87536, -2.53895, 5.28486], [-6.52231, -0.19296, 0.87506], [-8.42174, -3.25729, 1.12865], [-6.76983, -2.78079, 0.91392], [-6.64661, -3.43657, 5.47614]], "smiles": "O=[PH2][C@H]1CS(=O)(=O)OC[C@H]1CCC(=O)O.FC(F)C(F)(F)COC(F)(F)C(F)F.FC(F)C(F)(F)COC(F)(F)C(F)F.FC(F)C(F)(F)COC(F)(F)C(F)F", "homo_energy_ev": -10.51, "homo_lumo_gap_ev": 10.15, "spin_multiplicity": 1, "total_energy_ev": -126983.0528}

[3]
{"formula": "C22H25FN2O5S", "method": "the ωB97M-V functional and the def2-TZVPD basis", "species": ["O", "C", "N", "C", "C", "C", "C", "C", "C", "C", "C", "C", "C", "C", "S", "O", "O", "N", "C", "C", "C", "C", "C", "O", "C", "C", "O", "C", "C", "C", "F", "H", "H", "H", "H", "H", "H", "H", "H", "H", "H", "H", "H", "H", "H", "H", "H", "H", "H", "H", "H", "H", "H", "H", "H", "H"], "coordinates": [[-4.16004, -0.71771, 1.42992], [-3.75433, -0.92633, 0.30946], [-4.25268, -0.34601, -0.80237], [-5.20560, 0.73833, -0.73866], [-4.58466, 2.05341, -1.23514], [-3.28707, 2.31462, -0.52145], [-3.28222, 2.74517, 0.79937], [-2.08945, 2.91639, 1.47759], [-0.88414, 2.65532, 0.84631], [-0.87640, 2.23112, -0.47140], [-2.07386, 2.06202, -1.14747], [-2.61031, -1.86693, 0.02808], [-1.36326, -1.35095, -0.30583], [-0.28449, -2.19446, -0.47698], [1.34382, -1.50232, -0.80532], [1.13559, -0.18226, -1.33200], [2.07743, -2.46489, -1.56767], [1.88138, -1.49399, 0.78585], [3.14416, -2.13962, 1.08187], [4.25893, -1.12668, 1.37868], [3.99717, 0.11191, 0.52273], [2.70841, 0.81285, 1.01066], [1.68316, -0.23504, 1.46567], [5.09216, 1.00749, 0.56109], [5.15192, 1.65599, -0.69481], [4.26724, 0.79234, -1.62236], [3.90617, -0.30577, -0.81755], [-0.41834, -3.56323, -0.33337], [-1.65358, -4.09931, -0.01592], [-2.72892, -3.24427, 0.17137], [-3.92620, -3.77538, 0.46725], [-3.81259, -0.52917, -1.69077], [-5.49453, 0.82475, 0.31080], [-6.08921, 0.48944, -1.33494], [-4.40968, 1.98841, -2.31134], [-5.29414, 2.86163, -1.05067], [-4.21887, 2.94250, 1.29966], [-2.09974, 3.24944, 2.50480], [0.04603, 2.78417, 1.38049], [0.05220, 2.00196, -0.97251], [-2.05778, 1.72734, -2.17591], [-1.22845, -0.28784, -0.43380], [3.39431, -2.72793, 0.19906], [3.00058, -2.80999, 1.93682], [5.23099, -1.54264, 1.12003], [4.26937, -0.83113, 2.42732], [2.29877, 1.39609, 0.18729], [2.97373, 1.48349, 1.82886], [0.66768, 0.09860, 1.24935], [1.76521, -0.42526, 2.53934], [6.19756, 1.67893, -1.00921], [4.77365, 2.68145, -0.61271], [3.37416, 1.33214, -1.95758], [4.80166, 0.40309, -2.48943], [0.44561, -4.18894, -0.48689], [-1.79851, -5.16237, 0.09438]], "e_above_lowest_kcal_mol": 29.17, "smiles": "O=C(NCCc1ccccc1)c1cc(S(=O)(=O)N2CCC3(CC2)OCCO3)ccc1F", "homo_energy_ev": -9.19, "homo_lumo_gap_ev": 9.87, "spin_multiplicity": 1, "total_energy_ev": -49990.0357}

[4]
{"formula": "C22H25FeN3O2S", "method": "the ωB97M-V functional and the def2-TZVPD basis", "species": ["Fe", "C", "N", "C", "C", "C", "N", "C", "C", "C", "C", "C", "C", "C", "O", "C", "C", "C", "N", "C", "C", "C", "C", "C", "C", "C", "O", "H", "H", "H", "H", "H", "H", "H", "H", "H", "H", "H", "H", "H", "H", "H", "H", "H", "H", "H", "H", "H", "H", "H", "H", "H", "S", "C"], "coordinates": [[-0.20178, 0.05784, 0.12167], [-2.92800, 1.06385, 0.99081], [-1.54507, 1.32656, 1.41785], [-1.18495, 2.74850, 1.16742], [0.12987, 2.93080, 0.41801], [1.38760, 2.52144, 1.17846], [1.37717, 1.08247, 1.49204], [3.54399, 0.46777, 0.23608], [3.43394, 0.72566, -1.20733], [4.58919, 1.11000, -1.89519], [4.55895, 1.43390, -3.23453], [3.33735, 1.37036, -3.90906], [2.18551, 0.98735, -3.25739], [2.18967, 0.64196, -1.88982], [1.08529, 0.25397, -1.31784], [-1.39127, 1.04549, 2.86936], [-1.55242, -0.40184, 3.32113], [-0.48956, -1.37103, 2.79215], [-0.66544, -1.54049, 1.36293], [-1.17607, -2.63893, 0.93092], [-1.64787, -2.90583, -0.39691], [-1.98267, -4.24110, -0.70466], [-2.50273, -4.59620, -1.91995], [-2.72892, -3.58346, -2.86963], [-2.44152, -2.27251, -2.59829], [-1.88066, -1.86916, -1.35460], [-1.64876, -0.62419, -1.13139], [-3.63929, 1.65968, 1.57764], [-3.15716, 0.00702, 1.10341], [-3.02976, 1.29730, -0.06627], [-1.14181, 3.28328, 2.12228], [-1.98471, 3.21602, 0.59168], [0.22323, 3.99063, 0.16437], [0.09464, 2.40305, -0.54316], [1.43984, 3.07161, 2.12277], [2.26922, 2.78916, 0.58728], [4.47684, 0.76301, 0.70265], [5.52623, 1.15595, -1.34958], [5.46181, 1.73056, -3.75039], [3.29212, 1.62225, -4.96183], [1.23872, 0.92612, -3.77889], [-2.12036, 1.66465, 3.41069], [-0.39425, 1.37748, 3.15466], [-2.54420, -0.78721, 3.07114], [-1.49338, -0.38877, 4.41295], [-0.57730, -2.33191, 3.31245], [0.50511, -0.96492, 2.98846], [-1.29762, -3.46093, 1.64688], [-1.81368, -4.99855, 0.05447], [-2.74242, -5.62625, -2.14401], [-3.14409, -3.84530, -3.83600], [-2.62095, -1.49388, -3.32853], [2.94943, -1.19706, 1.02810], [2.37300, 0.41385, 1.09453]], "e_above_lowest_kcal_mol": 1.14, "homo_energy_ev": [-7.34, -7.42], "homo_lumo_gap_ev": [7.86, 7.90], "spin_multiplicity": 5, "total_energy_ev": -77007.8827}